(1)
DFT (the ωB97M-V functional and the def2-TZVPD basis) results for 11 unconnected molecules or ions with the total composition C42H77N9O2.

```
! wB97M-V def2-TZVPD RIJCOSX def2/J DEFGRID3
* xyz -2 1
C -16.8872 2.3190 -2.0802
C -16.4455 3.6756 -2.6414
C -17.2678 3.9841 -3.8747
O -16.4867 4.6573 -1.6948
H -17.9431 2.3139 -1.7843
H -16.3833 2.0943 -1.1349
H -16.6815 1.4568 -2.7420
H -15.3872 3.5772 -2.9827
H -18.3600 4.0362 -3.7746
H -17.0583 3.2755 -4.6965
H -17.0215 4.9672 -4.3001
C -20.2088 -1.6596 2.2750
C -19.1963 -0.9497 1.3647
C -19.4456 -1.4641 -0.0683
O -19.2220 0.3777 1.4815
H -21.2623 -1.5129 2.0163
H -20.0831 -1.3501 3.3173
H -20.0531 -2.7491 2.1965
H -18.2166 -1.4237 1.6417
H -20.4910 -1.3197 -0.3773
H -19.1524 -2.5212 -0.1702
H -18.8872 -0.8949 -0.8196
C -20.2208 -3.8857 -2.8400
C -21.3956 -4.3338 -3.7038
C -21.4346 -5.8594 -3.8769
C -22.0687 -6.5453 -2.7427
N -22.5535 -7.0816 -1.8516
H -20.1552 -4.4988 -1.9377
H -20.2208 -2.8426 -2.5303
H -19.3331 -4.0738 -3.4477
H -21.3536 -3.9399 -4.7200
H -22.3638 -4.0334 -3.2990
H -20.4449 -6.2927 -4.0424
H -21.9930 -6.1198 -4.7790
C -20.9891 -4.9395 6.2352
C -21.1626 -4.0601 5.0097
C -22.5482 -4.2037 4.3675
C -23.6455 -3.7629 5.2443
N -24.4937 -3.4174 5.9368
H -19.9665 -4.8231 6.6018
H -21.1865 -5.9888 6.0189
H -21.6314 -4.6256 7.0607
H -20.3759 -4.1918 4.2662
H -21.0459 -3.0112 5.2995
H -22.7789 -5.2324 4.0753
H -22.6438 -3.6379 3.4369
C -23.3219 -2.3907 0.5348
C -23.8459 -3.4348 -0.4472
C -24.3778 -2.8078 -1.7226
C -25.5238 -1.9231 -1.5005
N -26.3942 -1.2038 -1.3092
H -22.4988 -1.7992 0.1387
H -22.9565 -2.8816 1.4385
H -24.1132 -1.7094 0.8590
H -24.5836 -4.0747 0.0398
H -22.9938 -4.0661 -0.7173
H -24.7207 -3.6019 -2.3943
H -23.5742 -2.2663 -2.2257
C -20.5436 1.4648 -6.0839
C -19.9197 1.2506 -4.6961
C -20.1588 -0.1870 -4.2143
C -19.6670 -1.1611 -5.1892
N -19.2483 -1.9158 -5.9468
H -21.5785 1.7941 -5.9621
H -20.5733 0.5610 -6.6919
H -20.0070 2.2527 -6.6100
H -20.3586 1.9113 -3.9487
H -18.8647 1.5234 -4.6939
H -21.2217 -0.4139 -4.0957
H -19.6703 -0.4622 -3.2747
C -19.1276 -5.4197 1.7492
C -20.5742 -5.5815 1.3105
C -21.1384 -6.9945 1.5158
C -21.1981 -7.3954 2.9279
N -21.2733 -7.7631 4.0117
H -18.9822 -5.4851 2.8272
H -18.7070 -4.4747 1.4008
H -18.5198 -6.1883 1.2596
H -20.6858 -5.3463 0.2517
H -21.2013 -4.8856 1.8713
H -20.7020 -7.8062 0.9299
H -22.1617 -7.0127 1.1232
C -16.6233 -2.6725 -2.6945
C -16.6951 -3.7587 -1.6094
C -15.9317 -5.0261 -2.0264
C -16.4242 -5.7142 -3.2160
N -16.8367 -6.2384 -4.1518
H -15.6048 -2.6105 -3.0828
H -16.9088 -1.7313 -2.2254
H -17.2856 -2.8874 -3.5326
H -17.7490 -4.0023 -1.4618
H -16.2876 -3.4154 -0.6607
H -16.0703 -5.7640 -1.2284
H -14.8736 -4.7992 -2.1580
C -24.7998 2.0093 0.7333
C -23.3153 2.3745 0.6293
C -22.3856 1.1970 0.3429
C -22.4824 0.7788 -1.0577
N -22.6127 0.4409 -2.1505
H -25.3911 2.8982 0.9468
H -24.9579 1.2271 1.4787
H -25.1844 1.5590 -0.1873
H -23.0200 2.7476 1.6150
H -23.1107 3.1962 -0.0550
H -22.5303 0.3258 0.9776
H -21.3449 1.5223 0.4813
C -17.0294 -3.5471 5.8391
C -17.6325 -2.4945 4.9077
C -16.8280 -1.1845 4.9478
C -15.4045 -1.4116 4.6684
N -14.2890 -1.5509 4.4278
H -17.6404 -4.4526 5.7794
H -16.9482 -3.1841 6.8620
H -16.0614 -3.8842 5.4633
H -18.6822 -2.3137 5.1425
H -17.6630 -2.8605 3.8786
H -16.8768 -0.7539 5.9486
H -17.1448 -0.4951 4.1594
C -22.8213 -0.1378 4.1863
C -21.9504 0.2221 5.3854
C -21.8719 1.7190 5.6876
C -21.4625 2.5303 4.5302
N -21.1450 3.1653 3.6290
H -22.3340 0.1770 3.2637
H -23.7503 0.4275 4.3008
H -23.0070 -1.2095 4.1799
H -20.9482 -0.1969 5.2816
H -22.3929 -0.2241 6.2828
H -21.2345 1.9518 6.5427
H -22.8334 2.1475 5.9930
*
```

Summary:
- ΔE to the lowest compared entry with this formula, charge and spin: 0.00 kcal/mol
- HOMO energy: -0.0176 hartree



(2)
DFT (the ωB97M-V functional and the def2-TZVPD basis) results for 14 unconnected molecules or ions with the total composition C42H83BrN16O28P2S3.

```
! wB97M-V def2-TZVPD RIJCOSX def2/J DEFGRID3
* xyz 0 1
C 2.2002 3.2169 -0.3984
C 0.7068 3.1069 -1.1212
C -0.1463 2.0144 -0.2431
C -1.2464 2.6604 0.7880
N -2.5349 2.8590 -0.0153
C -3.5360 1.7649 0.2938
C -3.2951 0.3974 -0.6215
C -2.3827 -0.7446 0.1812
C -2.1487 -1.9711 -0.8815
C -0.6661 -2.6696 -0.8233
C 0.2742 -2.6350 -2.2049
P -0.2834 -1.7725 -3.8159
N 0.4559 -2.2850 -5.1613
C 1.7634 -3.3799 -2.1914
C 2.3290 -4.1230 -0.8424
C 1.3852 -4.1067 0.4986
C -0.1246 -3.3916 0.5835
N -0.9118 -3.4290 1.8733
C -0.1262 -2.9288 3.0644
C -0.7009 -1.7507 4.0579
P -2.3782 -0.8517 3.8250
O -3.5691 -1.8709 3.4977
C 0.2555 -1.2978 5.3131
O -0.2353 -0.1931 6.2006
C 0.5040 1.0613 5.8987
C 0.8746 1.2586 4.3137
C 1.7256 -1.9433 5.6868
C 2.3071 -3.1269 4.6874
C 3.7900 -3.8008 4.9468
C 3.8929 -4.7283 6.2945
C 4.3211 -3.8701 7.6625
Br 6.0862 -2.9007 7.4327
C 1.3780 -3.5735 3.4118
S 1.9567 -4.8861 2.1480
C -3.1380 4.1560 0.5197
S -3.7744 4.3094 2.1259
S -3.2335 5.7499 -0.5226
C -1.6967 6.7696 -0.0458
C -0.9828 7.2860 -1.4477
C 0.6168 6.8911 -1.4531
H 2.0445 3.9227 0.5500
H 2.9320 3.6792 -1.1879
H 2.5354 2.1614 0.0105
H 0.1251 4.1231 -1.1106
H 0.8276 2.6828 -2.2154
H 0.5477 1.2901 0.4017
H -0.6827 1.2935 -1.0255
H -1.4753 1.9753 1.7347
H -0.7821 3.6924 1.1652
H -3.6021 1.4766 1.4384
H -4.5985 2.1878 -0.0221
H -2.8818 0.6289 -1.6925
H -4.3780 -0.0820 -0.7590
H -1.4078 -0.3057 0.6571
H -3.0723 -1.1524 1.0355
H -2.4738 -1.5839 -1.9402
H -2.9329 -2.8243 -0.5974
H 0.0442 -0.3502 -3.6473
H -1.7146 -1.9054 -3.9622
H 1.1068 -3.0520 -4.8839
H 2.4706 -3.3706 -3.1331
H 3.3837 -4.6686 -0.7513
H -1.8578 -2.9980 1.7924
H -2.2654 0.2204 2.8389
H -2.7402 -0.2074 5.0710
H -0.1662 2.0005 6.2018
H 1.4985 1.1771 6.5342
H 1.7747 0.5980 3.9322
H 1.1357 2.3696 4.0160
H -0.0924 0.9606 3.6807
H 2.3229 -1.5247 6.6177
H 4.5632 -2.8970 4.9187
H 4.1124 -4.4997 4.0351
H 4.8079 -5.4736 6.1174
H 2.9636 -5.4071 6.5067
H 3.4457 -3.1566 7.9821
H 4.5400 -4.7123 8.4799
H -1.9651 7.6893 0.6546
H -1.0128 6.0099 0.5667
H -1.4995 6.6538 -2.3163
H -1.1213 8.4407 -1.6458
H 1.2522 7.9001 -1.5064
H 0.8625 6.1951 -2.3859
H 0.9705 6.3058 -0.5000
C -5.8119 -5.0651 -1.5768
N -5.3280 -4.0482 -2.5492
O -5.5555 -2.8613 -2.2873
O -4.7333 -4.4702 -3.5479
H -6.3136 -4.5546 -0.7521
H -6.5072 -5.7210 -2.1046
H -4.9412 -5.6167 -1.2162
C 5.8183 -1.8086 -2.0401
N 4.5971 -2.1158 -2.8324
O 3.8749 -1.1640 -3.1513
O 4.3979 -3.3038 -3.1121
H 5.8663 -0.7312 -1.8683
H 5.7409 -2.3471 -1.0933
H 6.6804 -2.1455 -2.6195
C 8.9585 -1.3223 1.3003
N 7.7372 -1.6295 0.5079
O 7.0151 -0.6777 0.1890
O 7.5380 -2.8175 0.2283
H 9.0064 -0.2449 1.4720
H 8.8811 -1.8607 2.2470
H 9.8206 -1.6591 0.7209
C 9.9141 3.6942 0.1271
N 9.3475 2.4019 0.5989
O 8.9367 2.3558 1.7643
O 9.3311 1.4702 -0.2141
H 9.8650 4.4198 0.9418
H 10.9501 3.5125 -0.1657
H 9.3136 4.0268 -0.7222
C -6.8129 -3.8584 -6.1882
N -8.2476 -4.1584 -5.9325
O -9.0730 -3.2982 -6.2610
O -8.5047 -5.2490 -5.4094
H -6.7351 -2.8714 -6.6491
H -6.2959 -3.8769 -5.2267
H -6.4298 -4.6290 -6.8603
C 7.1572 -1.0425 10.0848
N 8.5149 -0.5659 10.4630
O 8.7179 -0.3259 11.6589
O 9.3387 -0.4462 9.5486
H 6.5400 -1.1007 10.9839
H 6.7407 -0.3231 9.3769
H 7.2691 -2.0288 9.6296
C 9.8089 5.0450 4.3054
N 10.2927 6.0619 3.3330
O 10.0652 7.2488 3.5949
O 10.8874 5.6399 2.3343
H 9.3071 5.5555 5.1301
H 9.1136 4.3891 3.7777
H 10.6796 4.4934 4.6660
C -2.4015 7.6499 -5.7184
N -1.0438 8.1266 -5.3403
O -0.8409 8.3665 -4.1443
O -0.2200 8.2463 -6.2547
H -3.0187 7.5918 -4.8194
H -2.8180 8.3694 -6.4263
H -2.2896 6.6637 -6.1737
C -5.7368 -9.0020 1.3141
N -5.7788 -7.6218 0.7599
O -6.8165 -6.9727 0.9354
O -4.7687 -7.2290 0.1644
H -6.6872 -9.2130 1.8088
H -5.5758 -9.6874 0.4795
H -4.9122 -9.0453 2.0286
C -8.3731 2.0028 -0.9825
N -7.0154 2.4795 -0.6043
O -6.8124 2.7194 0.5916
O -6.1916 2.5992 -1.5187
H -8.9902 1.9447 -0.0834
H -8.7896 2.7222 -1.6904
H -8.2612 1.0166 -1.4377
C -2.0184 4.5379 6.9092
N -0.6607 5.0146 7.2874
O -0.4577 5.2545 8.4833
O 0.1632 5.1343 6.3730
H -2.6355 4.4798 7.8083
H -2.4349 5.2574 6.2013
H -1.9065 3.5517 6.4540
C -5.2410 -2.0940 -10.0860
N -5.8054 -2.6082 -8.8090
O -5.0152 -2.8001 -7.8775
O -7.0259 -2.8045 -8.7778
H -4.1624 -1.9684 -9.9702
H -5.4626 -2.8279 -10.8634
H -5.7204 -1.1356 -10.2960
C -7.5430 -2.8522 -13.7267
N -6.0683 -2.8041 -13.5352
O -5.5945 -1.7726 -13.0447
O -5.4279 -3.8033 -13.8826
H -7.9752 -1.9113 -13.3795
H -7.7324 -2.9937 -14.7926
H -7.9241 -3.6911 -13.1406
*
```

Summary:
- HOMO energy: -0.2858 hartree